1.
Molecular formula: C26H58N3O7
Method: DFT, ωB97M-V/def2-TZVPD

**DFT total energy**: -46695.2387 eV
**Charge**: +1
**Molecular weight**: 524.8 g mol⁻¹
**Gap between HOMO and LUMO**: 6.831 eV

Each line ends with the Löwdin charge.
Atoms and positions in Å:
C: -3.777 4.642 -0.814  -0.0733
C: -3.391 3.289 -0.166  -0.2469
C: -4.486 2.738 0.749  -0.1703
C: -4.005 1.652 1.747  -0.2855
C: -2.992 2.312 2.702  -0.0472
C: -3.493 0.452 0.966  -0.2519
O: -4.683 -0.154 0.438  -0.0779
C: -4.434 -1.371 -0.207  -0.1681
C: -4.038 -2.372 0.883  -0.0590
N: -2.660 -1.958 1.308  0.0972
C: -2.584 -0.526 1.766  -0.1677
C: -1.114 -0.051 1.755  -0.0769
C: -0.026 -1.146 1.872  -0.1383
O: 0.621 -1.278 0.603  -0.0329
C: 1.750 -0.490 0.489  -0.5141
O: 2.727 -0.808 0.996  0.2022
C: 1.683 0.759 -0.345  -0.1184
C: 0.963 0.556 -1.706  -0.0694
H: -4.861 4.677 -0.880  0.0768
H: -3.374 4.660 -1.822  0.0520
H: -3.380 5.447 -0.203  0.0764
H: -2.411 3.327 0.303  0.0991
H: -3.280 2.576 -0.991  0.0958
H: -4.818 3.564 1.386  0.1172
H: -5.369 2.412 0.204  0.1215
H: -4.861 1.343 2.347  0.1513
H: -2.822 1.754 3.623  0.0844
H: -2.027 2.403 2.207  0.0646
H: -3.325 3.314 2.949  0.0930
H: -2.918 0.758 0.083  0.1447
H: -3.641 -1.294 -0.963  0.1243
H: -5.376 -1.725 -0.612  0.1459
H: -4.743 -2.357 1.707  0.1483
H: -3.984 -3.372 0.458  0.1419
H: -2.398 -2.546 2.100  0.1777
H: -2.059 -2.150 0.502  0.1853
H: -2.926 -0.510 2.802  0.1654
H: -0.992 0.603 2.612  0.1119
H: -0.934 0.580 0.888  0.1216
H: -0.358 -2.104 2.267  0.1234
H: 0.724 -0.785 2.575  0.1331
H: 2.704 1.041 -0.567  0.1187
H: 1.274 1.606 0.205  0.1204
H: 0.487 -0.424 -1.712  0.0653
H: 0.243 1.338 -1.924  0.0704
H: 1.701 0.531 -2.502  0.0773
C: -3.520 -0.517 -3.802  -0.1167
O: -2.249 0.106 -3.833  -0.2100
C: -1.400 -0.365 -4.883  -0.2067
C: -1.188 0.710 -5.931  -0.2124
N: -2.407 0.950 -6.694  -0.0501
C: -2.357 2.136 -7.550  -0.1920
C: -2.205 3.499 -6.878  -0.2203
O: -3.326 3.898 -6.106  -0.1698
C: -3.354 3.412 -4.779  -0.1078
H: -4.018 -0.209 -2.881  0.0696
H: -4.141 -0.203 -4.645  0.0860
H: -3.427 -1.607 -3.804  0.0903
H: -1.780 -1.287 -5.329  0.1252
H: -0.433 -0.593 -4.423  0.1122
H: -0.395 0.392 -6.613  0.1280
H: -0.851 1.616 -5.410  0.1042
H: -3.182 1.054 -6.052  0.0665
H: -3.290 2.151 -8.117  0.1215
H: -1.549 2.008 -8.277  0.1205
H: -2.121 4.241 -7.676  0.1241
H: -1.283 3.581 -6.290  0.1109
H: -2.351 3.295 -4.360  0.0864
H: -3.898 2.465 -4.718  0.0721
H: -3.900 4.139 -4.174  0.0802
C: 8.791 -3.577 5.785  -0.1115
O: 7.505 -3.154 6.204  -0.1957
C: 7.294 -1.751 6.097  -0.2166
C: 6.284 -1.436 5.010  -0.2179
N: 6.831 -1.700 3.685  -0.0495
C: 5.841 -1.659 2.609  -0.1957
C: 4.715 -2.691 2.628  -0.2323
O: 5.145 -4.026 2.411  -0.1773
C: 5.603 -4.713 3.564  -0.0984
H: 8.902 -4.625 6.060  0.0893
H: 8.906 -3.493 4.699  0.0778
H: 9.578 -3.001 6.281  0.0887
H: 8.231 -1.211 5.937  0.1229
H: 6.881 -1.422 7.056  0.1208
H: 6.004 -0.380 5.077  0.1218
H: 5.390 -2.042 5.208  0.1027
H: 7.265 -2.614 3.684  0.0683
H: 6.392 -1.792 1.674  0.1216
H: 5.401 -0.657 2.576  0.1140
H: 4.056 -2.458 1.796  0.0877
H: 4.097 -2.625 3.533  0.1106
H: 5.084 -4.390 4.470  0.0877
H: 6.681 -4.594 3.690  0.0722
H: 5.408 -5.775 3.413  0.0876

2.
Molecular formula: C26H58N6O15
Method: DFT, ωB97M-V/def2-TZVPD

**SMILES string**: COC(=O)OC.COC(=O)OC.COC(=O)OC.CNC(C)=O.CNC(C)=O.CNC(C)=O.CNC(C)=O.CNC(C)=O.CC(N)=O
**DFT total energy**: -67553.1393 eV
**Charge**: 0
**Molecular weight**: 694.8 g mol⁻¹
**Gap between HOMO and LUMO**: 9.478 eV

Each line ends with the Löwdin charge.
Atoms and positions in Å:
C: -8.380 0.962 0.358  -0.0547
O: -8.083 -0.378 0.645  -0.0183
C: -9.085 -1.251 0.824  -0.5386
O: -10.334 -1.106 0.776  0.0824
O: -8.565 -2.422 1.195  -0.0025
C: -7.176 -2.726 1.305  -0.0408
H: -9.230 1.110 -0.308  0.1021
H: -7.467 1.469 0.045  0.0930
H: -8.540 1.555 1.259  0.0937
H: -6.928 -3.781 1.412  0.0957
H: -6.718 -2.085 2.058  0.0974
H: -6.680 -2.537 0.353  0.0905
C: -3.669 8.457 0.937  -0.0324
O: -4.522 8.307 2.085  -0.0174
C: -5.197 7.167 2.323  -0.5720
O: -4.882 6.071 1.744  0.0309
O: -6.015 7.375 3.291  0.0139
C: -6.988 6.501 3.953  0.0196
H: -3.888 7.648 0.239  0.0858
H: -2.621 8.348 1.215  0.0931
H: -3.851 9.415 0.450  0.0912
H: -7.752 6.656 3.192  0.0999
H: -7.467 6.876 4.858  0.0895
H: -6.687 5.482 4.198  0.0980
C: 3.602 10.917 -0.637  -0.0978
O: 3.497 9.666 -0.092  0.0107
C: 3.914 9.382 1.162  -0.5924
O: 4.421 10.150 1.958  0.1127
O: 3.510 8.182 1.483  0.0091
C: 3.588 7.784 2.871  -0.0150
H: 4.514 11.492 -0.472  0.0980
H: 2.761 11.578 -0.426  0.0974
H: 3.602 10.864 -1.726  0.0915
H: 4.471 8.196 3.360  0.0949
H: 3.357 6.722 2.948  0.0974
H: 2.785 8.287 3.411  0.0934
C: 4.138 -2.700 6.864  -0.0792
N: 2.944 -3.223 7.478  0.0047
C: 2.111 -2.523 8.229  -0.6135
C: 1.092 -3.262 9.011  -0.0114
O: 2.170 -1.330 8.456  0.0465
H: 3.884 -1.843 6.241  0.0838
H: 4.620 -3.310 6.101  0.0830
H: 4.859 -2.331 7.594  0.0880
H: 2.924 -4.232 7.516  0.1395
H: 0.580 -4.040 8.445  0.0804
H: 0.437 -2.562 9.530  0.0904
H: 1.755 -3.759 9.719  0.0877
C: 10.135 -2.719 -0.848  -0.0740
N: 8.741 -2.359 -0.863  -0.0132
C: 8.096 -1.734 0.140  -0.6024
C: 6.650 -1.393 -0.073  -0.0034
O: 8.644 -1.361 1.144  0.0539
H: 10.652 -1.764 -0.946  0.0869
H: 10.499 -3.435 -1.585  0.0856
H: 10.320 -3.114 0.151  0.0840
H: 8.204 -2.669 -1.660  0.1342
H: 6.430 -0.506 0.522  0.0881
H: 6.173 -2.307 0.280  0.0847
H: 6.367 -1.289 -1.121  0.0756
C: 4.513 0.284 -7.073  -0.0588
N: 3.406 -0.651 -6.804  -0.0026
C: 3.495 -1.808 -6.056  -0.5187
C: 2.298 -2.623 -5.783  -0.0236
O: 4.595 -2.352 -5.727  -0.0179
H: 4.125 1.276 -7.302  0.0836
H: 5.143 -0.184 -7.830  0.0806
H: 5.226 0.263 -6.249  0.0805
H: 2.441 -0.518 -7.073  0.1205
H: 1.429 -2.330 -6.372  0.0704
H: 1.975 -2.449 -4.756  0.0920
H: 2.477 -3.667 -6.040  0.0940
C: -4.912 -1.122 -6.396  -0.0605
N: -5.218 -2.514 -6.749  0.0124
C: -5.245 -3.516 -5.934  -0.5738
C: -5.592 -4.888 -6.510  0.0007
O: -5.068 -3.375 -4.697  -0.0035
H: -4.530 -0.904 -5.399  0.0817
H: -5.700 -0.369 -6.394  0.0783
H: -4.167 -0.793 -7.121  0.0769
H: -5.751 -2.621 -7.600  0.1437
H: -4.796 -5.168 -7.200  0.0829
H: -6.610 -4.886 -6.899  0.0803
H: -5.625 -5.506 -5.612  0.0808
C: 3.291 -7.480 -0.443  -0.0692
N: 2.011 -7.016 0.066  -0.0075
C: 0.848 -7.408 -0.479  -0.5625
C: -0.378 -6.671 0.071  -0.0077
O: 0.695 -8.179 -1.416  0.0368
H: 3.932 -6.611 -0.291  0.0769
H: 3.207 -7.552 -1.527  0.0884
H: 3.756 -8.322 0.070  0.0834
H: 2.028 -6.410 0.873  0.1329
H: -1.158 -7.403 -0.139  0.0821
H: -0.689 -5.713 -0.347  0.0786
H: -0.189 -6.354 1.097  0.0676
C: -0.651 1.169 2.304  -0.0044
C: -1.325 0.042 1.536  -0.5978
N: -1.733 0.184 0.302  0.1515
O: -1.325 -1.100 2.081  -0.0213
H: -1.253 1.258 3.207  0.0852
H: -0.850 2.068 1.720  0.0664
H: 0.412 0.954 2.414  0.0915
H: -2.286 1.018 0.160  0.1106
H: -1.969 -0.624 -0.256  0.1184